1.
87
Properties=species:S:1:pos:R:3 method="wB97M-V/def2-TZVPD" lumo_energy_ev=-0.4833 e_above_lowest_kj_mol=91.6 charge=0 energy_ev=-96445.2743
Pb 0.61827 -0.74069 -0.13601
C -2.42917 -1.10196 -2.08020
O -1.77582 -0.21429 -1.15320
C -2.12107 1.11014 -1.18972
C -3.08465 1.62749 -2.04373
C -3.41441 2.97441 -1.97187
C -2.78400 3.80227 -1.05723
C -1.81455 3.28551 -0.21323
C -1.48042 1.93703 -0.25775
N -0.45008 1.38518 0.54877
N -0.23268 2.07076 1.59781
C 0.86053 1.91926 2.37503
C 2.10566 1.36449 1.93096
O 2.27644 0.70948 0.86658
C 3.26548 1.60766 2.77093
C 3.16805 2.20057 3.97406
C 1.91050 2.67681 4.48413
C 1.81444 3.25615 5.75828
C 0.61049 3.71644 6.23603
C -0.53049 3.60161 5.43434
C -0.45719 3.02880 4.18444
C 0.76672 2.55989 3.67593
H -2.24821 -0.76773 -3.10153
H -1.98207 -2.07321 -1.90801
H -3.49796 -1.12992 -1.86179
H -3.57796 0.98919 -2.75994
H -4.16250 3.37303 -2.64441
H -3.03148 4.85432 -1.01120
H -1.28651 3.92137 0.48348
H 4.20580 1.23825 2.38253
H 4.05031 2.32890 4.59166
H 2.71130 3.33471 6.36203
H 0.54448 4.16180 7.21981
H -1.48386 3.96319 5.79947
H -1.34680 2.93995 3.57528
O 0.98276 -3.92036 -3.09389
C 0.99454 -2.56350 -2.56494
O 0.24405 -2.47249 -1.43768
C 0.50636 -1.57430 -3.61446
C -0.14866 -2.04656 -4.74525
C -0.71450 -1.17489 -5.66570
C -0.63803 0.19325 -5.45529
C 0.00490 0.67884 -4.32664
C 0.58947 -0.19188 -3.40916
S 1.45671 0.55508 -2.05092
H -0.21722 -3.11659 -4.88627
H -1.21775 -1.56637 -6.54060
H -1.08147 0.88456 -6.16068
H 0.05549 1.74486 -4.14186
S 3.00820 -4.54053 1.02665
C 3.19380 -4.35396 -0.67820
C 3.45035 -5.39730 -1.66116
C 3.08814 -5.17620 -2.92452
C 2.41159 -3.89760 -3.32858
C 2.56467 -2.66963 -2.42465
C 2.86239 -3.08458 -1.03374
N 2.50897 -2.28013 0.00534
C 2.46661 -2.91193 1.14018
C 1.72008 -2.32422 2.26311
C 1.95739 -2.65677 3.59234
C 1.18866 -2.09222 4.59784
C 0.17215 -1.20377 4.27920
C -0.07984 -0.87911 2.95172
C 0.68413 -1.44124 1.94906
H 3.91128 -6.32868 -1.35904
H 3.26574 -5.92651 -3.68433
H 2.61867 -3.66848 -4.37799
H 3.14852 -1.82050 -2.77482
H 2.75942 -3.34398 3.83586
H 1.39090 -2.33837 5.63193
H -0.42112 -0.74833 5.06295
H -0.87594 -0.18932 2.70732
C -3.04701 -3.20374 3.93870
N -3.18241 -1.96737 3.21340
C -3.95590 -0.85164 3.73610
C -3.69851 0.23228 2.68694
N -3.38637 -0.58418 1.52285
C -2.93420 -1.81999 1.89440
S -2.16020 -2.88440 0.88198
H -2.64386 -3.00274 4.93242
H -2.36105 -3.84779 3.39367
H -4.01048 -3.71244 4.04096
H -3.61251 -0.56892 4.73150
H -5.01847 -1.11474 3.79393
H -2.85066 0.86683 2.96935
H -4.56651 0.86536 2.51480
H -2.98903 -0.19407 0.68243

---

2.
49
Properties=species:S:1:pos:R:3 method="wB97M-V/def2-TZVPD" lumo_energy_ev="-7.8458 / -7.8452" charge=+2 energy_ev=-41849.4299
C -1.26829 -1.58172 1.95214
C -2.29304 0.07436 1.62978
H -1.48813 -2.59883 1.57732
H -1.78768 -1.43152 2.91315
H -0.18428 -1.73723 2.20294
H -2.38834 1.07837 1.11374
H -3.33297 -0.26858 1.69166
H -1.78937 0.21847 2.58394
C 2.27861 -2.15340 -1.17792
C 3.38771 -2.63680 -1.88148
C 4.03791 -1.75932 -2.77636
C 3.63995 -0.42788 -2.97485
H 1.70220 -2.68229 -0.40639
H 3.73036 -3.66082 -1.74104
H 4.88346 -2.08521 -3.38107
H 4.11785 0.26916 -3.67413
N 1.88244 -0.87185 -1.44944
C 2.52147 0.03335 -2.27687
C 1.99598 1.39795 -2.36237
N 0.83290 1.70560 -1.67213
C 0.30061 2.95764 -1.57590
C 2.01512 3.67309 -3.09944
C 0.86944 3.98614 -2.33158
H -0.54515 3.06637 -0.88545
H 0.43528 4.99012 -2.32979
C 2.61126 2.40456 -3.11710
H 3.49756 2.12353 -3.70052
H 2.49141 4.40957 -3.74533
Ce 0.16595 0.00467 -0.43196
C 1.35017 0.82642 1.47072
H 1.20281 1.91646 1.50267
H 2.40423 0.61425 1.22983
H 1.08808 0.37318 2.43306
C -3.58816 -2.33424 -0.07171
Si -3.28649 -1.44757 -1.71675
C -3.80219 -2.64620 -3.13128
C -4.38165 0.05069 -1.69625
C -1.55588 -0.79972 -1.89513
H -4.65745 -2.57349 -0.01933
H -3.29670 -1.71521 0.77459
H -3.00058 -3.25416 0.02680
H -4.84954 -2.92505 -2.91945
H -3.77169 -2.19733 -4.13699
H -3.20574 -3.57285 -3.17860
H -4.09145 0.74183 -0.90882
H -4.31880 0.57998 -2.64570
H -5.42667 -0.21374 -1.54432
H -1.52362 -0.05487 -2.74355
H -0.75829 -1.59355 -2.04327

---

3.
24
Properties=species:S:1:pos:R:3 method="wB97M-V/def2-TZVPD" lumo_energy_ev=0.0061 e_above_lowest_kj_mol=117.1 charge=0 energy_ev=-22636.2070
C -2.26838 1.92498 1.13571
C -1.26332 1.04932 0.82016
C -2.03787 3.25516 0.68257
C -0.55005 2.67254 -0.86824
C -0.42098 1.37063 -0.29171
C 0.18084 -1.10548 -1.23714
C 1.31139 -1.93769 -0.65066
C 0.48719 0.32280 -0.73357
C 1.65333 -1.40644 0.74848
N -1.25243 3.60480 -0.25586
N 1.76792 0.01556 0.62187
O 0.55097 -1.55794 1.64281
I 3.59141 0.76054 0.05885
H -2.94252 1.52844 1.88384
H -1.15965 0.02069 1.22039
H -2.62742 4.16630 1.05480
H 0.05913 2.81068 -1.70385
H 0.19292 -1.24805 -2.27846
H -0.91584 -1.36252 -0.93985
H 1.20199 -2.95287 -0.54765
H 2.08368 -1.83036 -1.39652
H 1.23264 0.83984 -1.54052
H 2.47582 -1.79325 1.30350
H 1.06620 -1.43415 2.43506